1.
Formula: C3H10N3
Source: OMol25
Level of theory: ωB97M-V with the def2-TZVPD basis set

Cartesian coordinates (Å):
C (0.19, -1.79, -0.44)
C (-0.67, -0.77, -0.47)
N (-1.10, -0.23, 0.80)
N (0.58, -2.51, -1.55)
H (0.67, -2.14, 0.52)
H (-1.16, -0.31, -1.33)
H (-2.12, -0.21, 0.90)
H (-0.75, -0.71, 1.60)
H (-0.68, 0.73, 0.91)
H (0.38, -2.05, -2.45)
H (1.53, -2.92, -1.48)
C (0.67, 2.68, 0.19)
N (0.00, 2.36, 1.24)
H (0.21, 2.66, -0.78)
H (1.75, 2.84, 0.23)
H (0.50, 2.38, 2.11)

Summary:
- Energy above the lowest of the compared OMol25 structures with the same formula, charge and spin: 2.522 eV
- Orbital gap: 0.366 Eh
- Electronic energy: -7735.74203 eV
- HOMO energy: -13.01 eV
- LUMO energy: -0.112 hartree
- Charge: +1

=====

2.
Formula: C3H10N3O
Source: OMol25
Level of theory: ωB97M-V with the def2-TZVPD basis set

Cartesian coordinates (Å):
O (-2.68, 0.33, -0.17)
C (-1.78, -0.57, -0.28)
N (-0.44, -0.12, 0.51)
C (0.72, -1.06, 0.35)
N (1.73, -0.33, -0.40)
C (1.56, 0.99, -0.04)
N (0.06, 1.10, 0.03)
H (-2.61, 1.11, -0.73)
H (-1.47, -0.71, -1.28)
H (-1.90, -1.53, 0.05)
H (-0.77, -0.01, 1.45)
H (0.12, -1.94, -0.07)
H (1.10, -1.28, 1.35)
H (1.74, -0.58, -1.34)
H (1.97, 1.00, 1.02)
H (1.77, 1.72, -0.83)
H (-0.23, 2.03, 0.35)

Summary:
- Energy above the lowest of the compared OMol25 structures with the same formula, charge and spin: 4.736 eV
- Orbital gap: 0.420 Eh
- Electronic energy: -9781.56357 eV
- HOMO energy: -14.44 eV
- LUMO energy: -0.111 hartree
- Charge: +1

=====

3.
Formula: C3H10N3O
Source: OMol25
Level of theory: ωB97M-V with the def2-TZVPD basis set

Cartesian coordinates (Å):
C (1.65, -0.01, 1.10)
C (-2.78, -0.58, -1.37)
C (3.86, 0.02, 0.44)
N (0.57, 0.36, 1.17)
N (-1.73, -0.37, -0.44)
N (-1.85, 0.71, 0.56)
O (2.74, -0.61, 1.07)
H (-3.76, -0.41, -1.00)
H (-2.63, -0.10, -2.36)
H (-2.61, -1.64, -1.82)
H (3.84, 0.00, -0.68)
H (4.86, -0.61, 0.75)
H (4.13, 1.09, 0.83)
H (-0.80, -0.65, -0.74)
H (-1.85, 1.66, 0.22)
H (-2.81, 0.52, 1.08)
H (-0.84, 0.60, 1.20)

Summary:
- Energy above the lowest of the compared OMol25 structures with the same formula, charge and spin: 4.794 eV
- Orbital gap (alpha / beta): 0.178 / 0.334 Eh
- 2S+1: 3
- Electronic energy: -9775.29346 eV
- HOMO energy (alpha / beta): -7.79 / -15.55 eV
- LUMO energy (alpha / beta): -0.108 / -0.237 hartree
- Charge: +1

=====

4.
Formula: C3H10N3O2
Source: OMol25
Level of theory: ωB97M-V with the def2-TZVPD basis set

Cartesian coordinates (Å):
C (0.73, -0.58, -1.75)
N (1.03, -0.16, -0.42)
C (0.43, 0.95, 0.27)
C (-0.47, 0.18, 1.33)
N (-1.82, 0.55, 1.60)
O (-0.49, -1.05, 0.63)
N (1.74, -0.95, 0.34)
O (2.37, -1.87, -0.12)
H (1.74, -0.62, -2.22)
H (0.31, -1.55, -1.53)
H (0.06, 0.05, -2.27)
H (1.25, 1.60, 0.47)
H (-0.30, 1.34, -0.38)
H (0.09, 0.11, 2.24)
H (-2.21, 1.37, 1.07)
H (-2.45, -0.11, 1.13)
H (-1.25, -1.56, 1.05)
H (1.60, -0.70, 1.38)

Summary:
- Energy above the lowest of the compared OMol25 structures with the same formula, charge and spin: 7.679 eV
- Orbital gap: 0.338 Eh
- Electronic energy: -11826.55634 eV
- HOMO energy: -14.46 eV
- LUMO energy: -0.194 hartree
- Charge: +1